15
Properties=species:S:1:pos:R:3:forces:R:3:nbo_charge:R:1 method="wB97M-V/def2-TZVPD" spin_multiplicity=1 de_lowest_kj_mol=225.63 e_homo_ev=-8.982 total_charge=0 lumo_energy_ev=0.83 gap_ev=9.8 total_energy_ha=-764.09923
C -0.29726 1.42721 0.14750 0.9 -0.6 0.0 0.03
C -0.45155 0.03090 0.79476 0.7 0.0 -0.9 -0.46
C -0.61857 -1.10116 -0.19012 -0.6 0.8 0.4 0.41
H -1.37893 0.05006 1.34618 -0.1 0.1 0.3 0.25
H -1.77989 -2.56732 -1.05243 -0.2 -0.9 -0.9 0.22
N 0.71172 1.96192 -0.42562 -0.5 -0.9 -0.3 -0.21
N 1.84429 1.20900 -0.65407 -1.4 -2.8 1.2 -0.67
C -1.74442 -1.74182 -0.40722 -0.1 0.5 0.8 -0.49
H 1.80355 0.26306 -1.12061 -0.7 1.4 0.9 0.38
H 2.46320 1.75520 -1.11739 2.2 1.9 -1.6 0.36
H 1.88818 -0.06545 1.26051 0.2 0.1 -0.2 0.15
S 0.85913 -0.43875 2.01526 -0.6 0.3 0.0 -0.03
H -1.15269 2.07329 0.15465 -0.4 0.2 0.4 0.20
F 0.47341 -1.40717 -0.89819 0.6 -0.1 -0.2 -0.34
H -2.62018 -1.44898 0.14678 -0.1 -0.1 0.0 0.21